Here is 10 unconnected molecules or ions with the total composition C44H106Br8O24P6 from the OMol25 dataset. Energies are from ωB97M-V/def2-TZVPD.

Results
Charge: 0
SMILES string: CCOP(=O)(OCC)OCC.CCOP(=O)(OCC)OCC.CCOP(=O)(OCC)OCC.CCOP(=O)(OCC)OCC.CCOP(=O)(OCC)OCC.CCOP(=O)(OCC)OCC.BrCCBr.BrCCBr.BrCCBr.BrCCBr
Highest occupied orbital energy (eV): -9.38
LUMO (Ha): 0.01730

Each line ends with the Mulliken charge.
Positions of all 188 atoms, in Å:
C (2.018, 2.377, -4.572)  -0.95
C (1.356, 3.592, -3.944)  -0.14
O (-0.085, 3.732, -4.342)  0.64
P (-0.385, 4.731, -5.518)  0.11
O (0.668, 4.880, -6.562)  -0.82
O (-1.761, 4.246, -6.150)  -0.25
C (-1.633, 3.539, -7.425)  -0.12
C (-2.817, 2.640, -7.646)  -0.92
O (-0.831, 6.087, -4.825)  -0.31
C (-0.748, 7.399, -5.410)  -0.28
C (0.679, 7.931, -5.184)  -1.08
H (1.335, 1.543, -4.354)  -0.04
H (2.142, 2.564, -5.638)  0.54
H (2.939, 2.200, -4.046)  0.30
H (1.364, 3.570, -2.868)  0.12
H (1.955, 4.478, -4.224)  0.28
H (-1.580, 4.249, -8.249)  0.28
H (-0.660, 3.005, -7.481)  0.28
H (-3.718, 3.210, -7.872)  0.33
H (-2.539, 1.965, -8.495)  0.33
H (-3.063, 1.974, -6.779)  0.03
H (-1.032, 7.449, -6.459)  0.29
H (-1.415, 7.938, -4.773)  0.35
H (1.444, 7.427, -5.803)  0.27
H (0.605, 9.012, -5.378)  0.43
H (0.981, 7.944, -4.130)  0.26
C (6.421, 0.622, -0.880)  -0.91
C (6.441, -0.605, -1.724)  -0.32
O (5.115, -1.182, -1.619)  0.45
P (4.466, -2.318, -2.493)  -1.48
O (3.031, -2.386, -2.286)  1.29
O (4.891, -2.061, -4.004)  -0.33
C (4.337, -0.967, -4.771)  1.17
C (4.723, -1.187, -6.205)  -1.48
O (5.349, -3.641, -2.126)  -0.40
C (5.054, -4.979, -2.548)  -0.27
C (4.526, -5.710, -1.328)  -0.07
H (5.482, 1.171, -1.178)  0.03
H (6.392, 0.314, 0.157)  0.31
H (7.275, 1.280, -1.103)  0.44
H (6.592, -0.312, -2.787)  0.31
H (7.219, -1.245, -1.325)  0.19
H (3.197, -1.018, -4.638)  -0.59
H (4.709, 0.012, -4.374)  0.10
H (5.767, -1.019, -6.448)  0.40
H (4.432, -2.226, -6.538)  0.28
H (4.059, -0.554, -6.829)  0.35
H (4.259, -4.887, -3.307)  0.16
H (5.964, -5.378, -2.944)  0.38
H (3.894, -5.022, -0.770)  -0.56
H (3.915, -6.599, -1.693)  0.28
H (5.380, -6.159, -0.713)  0.36
C (-4.531, 3.298, 2.177)  -1.14
C (-4.923, 2.266, 1.217)  0.80
O (-4.470, 2.521, -0.170)  -0.56
P (-3.006, 2.110, -0.553)  -0.06
O (-2.425, 1.023, 0.268)  1.22
O (-3.117, 1.602, -2.060)  -0.24
C (-3.531, 2.494, -3.086)  0.00
C (-4.478, 1.587, -3.947)  -1.04
O (-2.270, 3.501, -0.516)  -0.65
C (-0.848, 3.449, -0.446)  1.75
C (-0.349, 4.823, -0.913)  -1.17
H (-4.873, 4.215, 1.761)  0.40
H (-4.906, 3.125, 3.157)  0.45
H (-3.473, 3.425, 2.208)  -0.02
H (-4.401, 1.300, 1.485)  -0.62
H (-5.955, 2.245, 1.127)  0.40
H (-4.108, 3.379, -2.750)  0.39
H (-2.643, 2.836, -3.570)  -0.05
H (-3.980, 0.729, -4.546)  0.13
H (-5.095, 1.118, -3.155)  0.32
H (-5.032, 2.224, -4.716)  0.29
H (-0.417, 3.372, 0.549)  -0.44
H (-0.558, 2.635, -1.128)  -0.33
H (-0.865, 5.636, -0.378)  0.38
H (0.725, 4.945, -0.771)  -0.10
H (-0.560, 4.999, -1.978)  0.19
C (3.723, -0.582, 5.272)  -1.21
C (3.013, 0.767, 5.140)  -0.10
O (2.855, 1.120, 3.768)  -0.07
P (1.729, 2.230, 3.390)  -0.17
O (1.862, 2.743, 2.035)  0.20
O (0.334, 1.625, 3.767)  0.11
C (-0.721, 0.964, 3.081)  2.39
C (-2.016, 1.427, 3.733)  -0.98
O (1.924, 3.405, 4.531)  -0.40
C (0.988, 4.144, 5.325)  -0.36
C (0.132, 5.127, 4.667)  -0.61
H (4.612, -0.533, 4.636)  0.33
H (3.835, -0.785, 6.308)  0.48
H (3.126, -1.408, 4.749)  0.09
H (2.045, 0.655, 5.631)  0.13
H (3.583, 1.572, 5.638)  0.31
H (-0.664, 1.196, 2.014)  -0.64
H (-0.621, -0.099, 3.227)  -1.25
H (-1.935, 1.197, 4.779)  0.58
H (-2.090, 2.479, 3.523)  0.16
H (-2.857, 0.847, 3.326)  -0.20
H (0.404, 3.571, 6.026)  0.29
H (1.666, 4.678, 6.022)  0.41
H (-0.565, 4.627, 3.998)  0.02
H (-0.323, 5.612, 5.548)  0.39
H (0.718, 5.819, 4.040)  0.10
C (-8.681, -2.619, 4.061)  -1.28
C (-7.339, -2.843, 3.291)  0.08
O (-6.288, -2.887, 4.232)  -0.38
P (-4.769, -2.887, 3.766)  0.99
O (-3.879, -2.816, 4.946)  -0.78
O (-4.559, -4.152, 2.830)  -0.21
C (-3.396, -5.020, 3.023)  1.16
C (-3.645, -6.369, 3.656)  -1.70
O (-4.759, -1.626, 2.779)  -0.12
C (-3.857, -1.620, 1.535)  2.31
C (-4.736, -2.120, 0.385)  -1.55
H (-9.443, -2.490, 3.275)  0.39
H (-8.925, -3.505, 4.719)  0.28
H (-8.707, -1.657, 4.591)  0.34
H (-7.425, -3.856, 2.752)  0.17
H (-7.098, -2.066, 2.540)  0.16
H (-2.864, -5.183, 2.062)  0.01
H (-2.753, -4.434, 3.623)  -0.46
H (-2.964, -7.172, 3.479)  0.39
H (-3.767, -6.228, 4.739)  0.36
H (-4.590, -6.725, 3.263)  0.40
H (-3.416, -0.631, 1.353)  -0.87
H (-2.969, -2.255, 1.669)  -0.70
H (-5.466, -1.273, 0.157)  0.27
H (-4.072, -1.978, -0.426)  0.38
H (-5.196, -3.074, 0.600)  0.43
C (4.271, -2.683, 1.638)  -1.27
C (2.932, -2.103, 2.062)  2.15
O (2.221, -3.035, 2.914)  -0.57
P (0.640, -3.039, 3.174)  -0.01
O (-0.177, -2.520, 2.090)  0.96
O (0.289, -4.556, 3.375)  -0.07
C (0.941, -5.254, 4.433)  -0.32
C (-0.030, -5.908, 5.426)  -1.10
O (0.443, -2.259, 4.525)  0.06
C (-0.876, -2.188, 5.151)  1.15
C (-0.624, -1.561, 6.472)  -1.49
H (5.009, -2.841, 2.419)  0.42
H (4.169, -3.554, 0.984)  0.15
H (4.681, -1.900, 0.989)  0.10
H (3.116, -1.151, 2.588)  -0.66
H (2.313, -1.749, 1.222)  -1.12
H (1.575, -5.939, 3.940)  0.54
H (1.570, -4.542, 5.019)  0.18
H (-0.768, -6.526, 4.929)  0.17
H (0.460, -6.535, 6.173)  0.43
H (-0.562, -5.169, 6.052)  0.22
H (-1.480, -1.584, 4.494)  -0.50
H (-1.200, -3.198, 5.347)  0.02
H (-0.039, -2.229, 7.148)  0.32
H (-0.125, -0.572, 6.414)  0.14
H (-1.603, -1.299, 6.940)  0.40
Br (-0.318, -6.978, -0.029)  -0.21
C (-0.261, -4.989, -0.252)  -0.36
C (1.035, -4.594, -0.928)  0.40
Br (1.166, -5.471, -2.625)  -0.18
H (-0.354, -4.618, 0.814)  -0.23
H (-1.119, -4.668, -0.888)  0.57
H (1.850, -5.089, -0.446)  0.25
H (1.213, -3.519, -1.031)  -0.56
Br (2.445, 0.835, -1.106)  0.01
C (0.894, -0.366, -1.595)  0.39
C (0.066, -0.712, -0.354)  2.18
Br (-1.310, -1.958, -0.937)  -0.24
H (1.420, -1.221, -1.986)  -0.46
H (0.297, 0.182, -2.344)  0.19
H (-0.482, 0.166, 0.054)  -0.75
H (0.634, -1.248, 0.422)  -1.60
Br (-1.299, -0.693, -6.760)  -0.17
C (-0.457, -1.036, -5.046)  0.36
C (-0.138, -2.539, -4.814)  0.19
Br (1.353, -2.987, -6.021)  -0.16
H (-1.097, -0.626, -4.214)  -0.04
H (0.542, -0.569, -4.940)  -0.27
H (-1.134, -3.068, -4.955)  0.45
H (0.284, -2.648, -3.822)  -0.39
Br (2.201, 6.203, 1.333)  -0.16
C (3.825, 5.225, 1.235)  -0.34
C (3.876, 4.336, 0.025)  -0.23
Br (4.027, 5.265, -1.721)  -0.19
H (3.988, 4.557, 2.082)  0.16
H (4.641, 5.923, 1.206)  0.59
H (2.997, 3.670, -0.014)  -0.21
H (4.848, 3.739, 0.000)  0.35